# 1
173
Properties=species:S:1:pos:R:3:forces:R:3 method="wB97M-V/def2-TZVPD" multiplicity=4 e_homo_ev="-6.19 / -6.95" total_charge=0 gap_ha="0.247 / 0.219"
V -0.142377 0.096323 0.048761 -0.54 0.53 1.39
C -1.748858 6.697022 -3.765547 0.04 -0.04 0.02
C -0.419660 5.963332 -3.533714 -0.01 0.08 -0.08
C 0.650111 6.966435 -3.070341 -0.04 -0.08 -0.01
C 0.045112 5.363976 -4.862430 -0.06 0.03 0.09
C -0.597403 4.897385 -2.458766 0.04 -0.01 -0.03
C -0.396599 3.564430 -2.684090 -0.02 0.17 -0.25
C -0.460832 2.630159 -1.629062 -0.11 -0.08 0.17
N -0.107669 1.343113 -1.713875 -0.03 0.25 0.45
C 0.391016 0.677625 -2.799863 0.01 -0.62 -0.31
C 0.946021 1.168265 -3.987286 0.09 0.18 0.14
C 1.218885 0.320492 -5.042660 -0.01 -0.24 -0.10
C 0.944458 -1.039606 -4.878860 0.11 0.19 -0.03
C 0.490705 -1.601565 -3.691195 -0.04 -0.14 0.29
C 0.257499 -0.731817 -2.604885 0.13 0.70 -0.61
O -0.147448 -1.072733 -1.394593 -0.49 -1.32 -0.55
C 0.192027 -3.101285 -3.615049 -0.05 -0.01 0.03
C 0.640697 -3.858626 -4.868298 -0.08 0.04 0.05
C 0.918525 -3.736650 -2.424314 -0.01 0.10 -0.06
C -1.332978 -3.262827 -3.489844 0.09 0.01 0.04
C 1.782095 0.889935 -6.343921 0.07 0.08 -0.06
C 3.150270 1.533793 -6.072207 -0.07 -0.04 0.00
C 0.818573 1.954868 -6.890387 0.05 -0.02 0.01
C 1.971074 -0.177071 -7.425993 -0.01 0.05 0.10
C -0.943222 3.010583 -0.308706 0.05 0.17 -0.24
O -1.049752 2.055270 0.573285 0.08 -0.43 -0.06
C -1.212039 4.403660 -0.109939 -0.02 0.00 0.09
C -0.971120 5.275054 -1.160856 -0.07 -0.15 0.05
C -1.691211 5.102489 1.176968 0.03 0.03 0.08
C -0.499605 5.835973 1.814629 -0.08 -0.05 0.01
C -2.799919 6.123869 0.855026 0.10 0.01 -0.01
C -2.260268 4.149819 2.216147 0.00 0.03 -0.14
H -1.631931 7.474846 -4.523908 0.01 0.00 0.00
H -2.513451 5.996037 -4.106263 -0.02 0.02 0.00
H -2.106564 7.168595 -2.849155 -0.02 0.01 0.00
H 0.803129 7.736194 -3.830128 0.00 0.00 0.00
H 0.365401 7.461942 -2.141760 0.00 0.01 0.01
H 1.597918 6.451697 -2.901226 0.01 0.03 0.00
H 0.192960 6.164046 -5.589777 0.00 -0.01 -0.02
H 0.994597 4.837461 -4.741624 -0.01 -0.01 -0.05
H -0.693838 4.671605 -5.271482 0.03 -0.01 -0.01
H -0.207772 3.214786 -3.684184 0.00 0.00 0.11
H 1.226873 2.208024 -4.062970 -0.04 -0.05 -0.02
H 1.124807 -1.701746 -5.710683 0.00 0.03 0.00
H 1.708876 -3.725703 -5.051287 -0.01 -0.03 -0.03
H 0.455619 -4.923482 -4.714367 0.00 -0.01 -0.02
H 0.084510 -3.549566 -5.756088 0.04 -0.02 -0.02
H 1.993598 -3.751734 -2.615501 0.02 -0.02 0.03
H 0.734019 -3.170505 -1.520835 0.03 0.00 0.11
H 0.582386 -4.764637 -2.266095 0.01 0.00 -0.02
H -1.817065 -2.889024 -4.395277 -0.03 -0.02 0.01
H -1.602241 -4.313650 -3.354438 0.00 0.00 0.00
H -1.715265 -2.693648 -2.644606 -0.05 0.01 0.01
H 3.068378 2.357886 -5.361668 0.03 -0.01 0.01
H 3.837927 0.794229 -5.658027 0.03 0.03 0.01
H 3.577420 1.923585 -6.999422 0.00 0.02 0.01
H 0.717731 2.791303 -6.196624 -0.02 -0.02 -0.03
H 1.185473 2.347406 -7.842215 0.00 0.02 0.01
H -0.172236 1.526198 -7.052900 -0.01 0.01 -0.01
H 2.687123 -0.938709 -7.111576 -0.03 -0.04 -0.02
H 1.027673 -0.662389 -7.683111 0.01 -0.03 0.01
H 2.361565 0.293269 -8.330191 0.00 0.00 0.00
H -1.126030 6.327844 -0.970874 0.03 0.02 -0.04
H -0.031476 6.525860 1.111036 0.00 -0.01 -0.02
H -0.833747 6.413050 2.682188 0.03 -0.04 0.03
H 0.251633 5.113197 2.140506 0.04 0.04 0.00
H -2.411185 7.014909 0.361510 -0.06 0.00 -0.03
H -3.564453 5.681291 0.213853 -0.02 0.01 0.01
H -3.273636 6.454685 1.781750 0.01 0.00 0.00
H -1.475834 3.490923 2.572545 -0.06 -0.10 0.04
H -2.659566 4.716933 3.061751 0.03 0.03 -0.02
H -3.082538 3.572066 1.788325 0.01 -0.05 0.04
C -0.335902 3.942651 5.344278 -0.07 -0.20 -0.09
C -0.233452 2.428366 5.394211 0.14 0.16 0.33
C 1.027826 1.980568 6.116096 -0.10 -0.06 -0.17
O -0.178031 1.956212 4.035441 -0.26 -0.27 -0.23
P -0.808698 0.593878 3.495176 -0.18 0.55 0.98
O 0.095599 -0.026234 2.520405 -0.14 -0.03 -0.45
C -2.484329 0.984826 2.944745 0.54 -0.44 -0.38
P -3.120671 -0.328693 1.886371 -0.96 0.28 0.18
O -2.077124 -0.997198 1.101656 0.61 0.18 -0.70
O -3.873368 -1.379971 2.796149 0.07 0.27 -0.20
C -5.243411 -1.418128 3.252166 -0.38 0.02 0.03
C -5.670267 -0.105259 3.889237 0.21 -0.09 -0.06
C -6.172385 -1.848547 2.125983 0.29 0.01 0.02
O -4.231162 0.407050 0.997231 0.29 -0.32 0.33
C -3.948029 0.668419 -0.412941 -0.13 -0.02 -0.48
C -4.386432 -0.523388 -1.248950 0.03 0.06 0.31
C -4.674399 1.945197 -0.781300 0.08 -0.06 0.15
O -1.167135 -0.231005 4.816788 0.15 0.20 -0.29
C -0.520982 -1.455142 5.229101 0.10 -0.38 0.15
C -0.627805 -1.525145 6.742467 0.03 0.13 -0.14
C -1.213684 -2.617097 4.550206 0.00 0.20 -0.02
H -0.326573 4.350298 6.355150 0.00 0.01 0.00
H -1.252692 4.249775 4.843625 0.03 0.04 0.03
H 0.514414 4.341210 4.789458 -0.01 0.06 0.02
H -1.110399 2.003140 5.889707 -0.02 0.00 -0.05
H 1.898892 2.388499 5.601397 0.02 0.00 0.05
H 1.108867 0.893978 6.116089 0.02 -0.02 0.00
H 1.019964 2.329547 7.149125 0.01 0.02 0.00
H -2.389595 1.823228 2.262912 0.01 0.04 0.00
H -3.119388 1.232247 3.790859 -0.06 -0.04 0.00
H -5.227134 -2.199979 4.013421 0.05 0.02 0.00
H -5.661412 0.695535 3.147180 -0.04 0.02 0.04
H -5.002934 0.154811 4.712573 -0.04 0.03 0.01
H -6.681506 -0.203044 4.282896 -0.01 0.00 0.00
H -6.251112 -1.056740 1.383656 -0.06 0.00 -0.05
H -7.163876 -2.068823 2.522077 0.01 0.01 0.03
H -5.775396 -2.743447 1.645444 -0.05 0.00 -0.01
H -2.874982 0.816148 -0.537429 0.01 0.05 0.14
H -5.468284 -0.655635 -1.182519 -0.01 -0.01 -0.04
H -3.893410 -1.426301 -0.886192 0.02 -0.02 -0.08
H -4.106851 -0.363624 -2.290824 -0.01 -0.01 0.00
H -5.745538 1.830859 -0.606108 -0.02 0.03 -0.03
H -4.507081 2.166006 -1.835655 -0.01 0.01 -0.01
H -4.303925 2.785141 -0.191827 0.00 0.00 -0.01
H 0.528347 -1.425294 4.920116 -0.04 0.08 -0.03
H -1.672166 -1.645658 7.034409 0.00 0.01 0.03
H -0.239722 -0.617419 7.204582 0.01 -0.02 0.02
H -0.057603 -2.375158 7.117796 -0.02 -0.02 -0.01
H -2.265028 -2.654945 4.841578 0.00 0.01 0.05
H -0.724711 -3.548154 4.833302 -0.07 0.01 -0.05
H -1.161596 -2.494581 3.469553 0.02 -0.11 -0.05
C 3.869116 -7.444545 1.923286 0.00 -0.11 0.08
O 3.435796 -6.174542 1.489489 -0.05 0.05 0.00
C 4.159884 -5.571114 0.496269 0.02 0.03 0.03
C 5.303162 -6.107779 -0.064264 0.05 -0.07 0.02
C 5.972802 -5.426373 -1.075684 0.00 0.04 -0.04
C 5.480094 -4.217874 -1.525630 0.07 -0.06 0.01
C 4.325246 -3.679421 -0.971453 -0.09 -0.03 0.00
C 3.651121 -4.333761 0.056673 0.10 0.11 -0.15
N 2.466356 -3.898695 0.646063 -0.09 -0.15 0.10
C 1.915755 -2.619872 0.729528 -0.11 -0.22 -0.16
N 2.853898 -1.652636 0.595481 0.19 -0.10 -0.03
C 2.882278 -0.249732 0.510579 -0.01 0.26 -0.02
C 1.807056 0.614682 0.275682 0.76 -0.02 0.13
C 2.122941 1.981762 0.271490 0.04 0.07 0.00
C 3.402653 2.475960 0.437846 -0.02 0.09 0.01
C 4.462186 1.601286 0.617238 0.02 -0.01 0.02
C 4.195789 0.251588 0.657982 -0.08 -0.06 0.04
O 5.199471 -0.693426 0.798654 -0.01 0.03 -0.03
C 6.207551 -0.414232 1.750584 0.09 -0.02 0.05
N 0.657977 -2.418650 0.902218 0.01 0.55 0.18
C -0.235681 -3.497150 1.031279 -0.01 -0.33 -0.12
C -1.277088 -3.645927 0.116942 0.08 0.09 0.14
C -2.209920 -4.663682 0.214223 -0.07 -0.06 0.02
C -2.139566 -5.565916 1.261385 -0.04 0.01 -0.09
C -1.115137 -5.452322 2.188240 -0.04 -0.16 0.11
C -0.166119 -4.448245 2.068900 -0.05 0.21 0.01
O 0.865719 -4.307200 2.962270 0.12 0.04 -0.07
C 1.086368 -5.358551 3.875542 0.12 -0.03 0.04
H 3.164787 -7.763056 2.688261 0.00 0.00 -0.01
H 4.871263 -7.400287 2.359075 -0.01 0.02 -0.02
H 3.863778 -8.171139 1.106314 -0.01 0.02 -0.01
H 5.690610 -7.056938 0.278293 -0.03 0.01 0.01
H 6.868921 -5.854305 -1.504836 0.00 0.01 0.00
H 5.984815 -3.684419 -2.320307 -0.02 0.01 0.01
H 3.941129 -2.748353 -1.361264 -0.05 0.02 0.03
H 2.018462 -4.584931 1.229483 -0.02 0.00 0.00
H 3.793754 -2.005565 0.693596 0.02 -0.05 0.00
H 1.337281 2.710635 0.137226 -0.01 -0.01 -0.01
H 3.586676 3.543466 0.414521 -0.04 0.01 0.00
H 5.473010 1.973546 0.715582 0.00 -0.04 0.00
H 6.765155 0.491983 1.507364 0.01 -0.03 -0.02
H 6.890496 -1.261298 1.729364 -0.01 0.01 0.01
H 5.784240 -0.312519 2.754303 -0.04 0.03 -0.03
H -1.330196 -2.927807 -0.680707 -0.02 0.13 -0.03
H -2.988562 -4.753834 -0.534174 0.00 0.04 0.02
H -2.868927 -6.360083 1.358359 0.02 0.00 0.01
H -1.059120 -6.158392 3.006924 -0.01 0.04 -0.05
H 2.043074 -5.145991 4.348310 -0.02 -0.02 0.02
H 1.142326 -6.325023 3.366551 0.01 0.02 -0.01
H 0.306699 -5.409073 4.642741 0.00 0.00 -0.04

---

# 2
15
Properties=species:S:1:pos:R:3:forces:R:3 method="wB97M-V/def2-TZVPD" de_lowest_ev=1.104 multiplicity=1 e_homo_ev=-9.52 total_charge=0 gap_ha=0.371
C 0.726480 2.085915 0.412882 3.00 0.57 -1.88
C -0.710633 -2.278114 -0.485261 -1.61 -0.02 -0.48
C -0.426281 -0.343921 0.700982 0.01 4.70 -1.70
C 0.365997 0.864410 -0.387983 -1.48 -1.90 0.48
O -1.347367 -1.141682 0.121607 0.69 -0.42 0.35
Br -0.904447 1.305764 -1.875068 0.32 -0.03 0.97
Br 1.876546 0.023156 -1.321321 0.13 0.28 0.54
H 1.260052 2.945288 -0.111775 -1.02 -1.24 0.04
H -0.051996 2.453427 0.946758 -3.08 1.25 0.95
H 1.395312 1.921782 1.226680 1.01 -1.11 0.50
H -0.165659 -1.897441 -1.371523 -0.95 -0.75 -0.25
H -1.645376 -2.998162 -0.612557 2.72 1.04 -0.14
H 0.130382 -2.575585 0.147961 -0.52 -0.82 0.33
H -0.896402 0.370256 1.381680 -0.40 -0.19 -0.09
H 0.393393 -0.735091 1.226938 1.20 -1.35 0.41

---

# 3
10
Properties=species:S:1:pos:R:3:forces:R:3 method="wB97M-V/def2-TZVPD" de_lowest_ev=6.298 multiplicity=1 e_homo_ev=-15.63 total_charge=+1 gap_ha=0.409
Cs 0.410753 -1.147350 -0.076434 7.98 -9.46 0.53
O 1.983843 0.436120 1.146486 0.61 0.98 0.76
H 2.789243 0.537420 0.639236 0.63 0.31 0.02
H 1.283453 0.649370 0.529866 0.99 1.72 0.64
O -1.353787 -0.926460 -1.471724 -3.62 0.68 -2.86
H -1.027667 -0.072590 -1.187514 -1.59 0.71 -1.82
H -1.170557 -0.952880 -2.410854 -0.45 -0.02 -0.84
O -1.068997 0.143140 1.089636 -2.23 2.45 1.68
H -0.994247 0.974220 1.558616 -0.47 0.56 0.70
H -0.852037 0.359010 0.182686 -1.83 2.08 1.18

---

# 4
51
Properties=species:S:1:pos:R:3:forces:R:3 method="wB97M-V/def2-TZVPD" de_lowest_ev=3.460 multiplicity=1 e_homo_ev=-6.87 total_charge=0 gap_ha=0.245
C 3.259463 2.204819 -3.470632 0.06 0.05 -0.19
C 2.781222 1.461126 -2.257298 -0.02 -0.11 0.21
C 2.518498 2.152677 -1.070229 -0.15 -0.26 0.15
C 2.109639 1.469924 0.074557 0.21 -0.04 0.14
C 1.993905 0.077250 0.036397 0.18 -0.12 -0.20
S 1.468719 -0.819229 1.486691 0.70 -1.02 1.17
O 1.107991 0.141356 2.495901 0.25 -0.52 -0.51
O 0.576296 -1.870913 1.083288 0.59 0.62 0.16
N 2.993816 -1.740580 2.128050 -1.25 1.14 -0.85
C 2.988482 -2.107029 3.302393 -1.70 0.54 1.91
O 2.814484 -2.331831 4.457287 0.29 0.50 -2.16
C 2.178723 -0.616971 -1.160013 0.18 -0.07 0.12
C 2.594088 0.074532 -2.294777 -0.09 0.11 0.15
H 3.413390 1.512963 -4.303152 0.00 0.17 0.06
H 2.536525 2.968462 -3.782684 0.11 -0.16 0.07
H 4.207565 2.718538 -3.268316 -0.17 -0.12 -0.03
H 2.639212 3.238392 -1.045199 -0.09 -0.34 0.04
H 1.879586 2.007655 0.991229 0.14 -0.15 -0.13
H 2.001645 -1.689147 -1.194054 0.11 0.16 0.04
H 2.777012 -0.463951 -3.226906 -0.10 0.12 0.30
C 4.896772 -3.637323 3.111527 1.91 -0.55 0.84
C 5.268484 -3.924282 4.418321 -0.87 0.51 -1.49
N 6.306939 -3.396288 5.094772 -0.04 0.56 0.69
C 6.379515 -3.704947 6.527406 0.09 -0.29 0.00
C 7.199993 -2.698099 7.325813 -0.20 0.07 -0.10
C 8.556840 -2.439550 6.682843 0.01 -0.07 0.01
C 8.402071 -2.034196 5.221688 -0.26 0.18 -0.15
C 7.533923 -3.000228 4.409488 0.32 -0.08 -0.11
C 4.238873 -4.620440 2.265755 -0.82 -0.36 -0.20
C 4.118413 -4.401255 0.875196 -0.05 -0.15 0.42
C 3.402959 -5.284790 0.074626 -0.06 -0.34 0.32
C 2.781928 -6.408701 0.645420 0.13 0.20 0.04
C 2.920746 -6.655513 2.018420 0.21 0.19 -0.18
C 3.675006 -5.793408 2.815253 -0.17 0.17 -0.52
H 5.359412 -2.781875 2.608450 0.17 -0.52 0.05
H 4.605449 -4.547500 5.029845 0.40 -0.05 -0.26
H 5.352119 -3.732948 6.912145 0.28 -0.02 -0.10
H 6.813803 -4.712650 6.664162 -0.03 0.15 -0.02
H 6.638591 -1.759126 7.401483 0.07 -0.06 -0.04
H 7.322486 -3.086795 8.342182 -0.03 0.07 -0.10
H 9.073273 -1.644928 7.228358 0.05 -0.12 -0.03
H 9.173859 -3.343325 6.754033 -0.03 0.04 0.00
H 7.957820 -1.032783 5.166438 0.03 -0.08 0.07
H 9.384351 -1.976483 4.740720 -0.14 0.03 0.02
H 8.137701 -3.900246 4.180134 -0.24 0.09 0.07
H 7.273505 -2.537125 3.451487 0.08 -0.17 0.29
H 4.596245 -3.518625 0.445076 -0.20 -0.21 0.09
H 3.332714 -5.100310 -0.998777 -0.03 -0.09 0.29
H 2.207399 -7.094977 0.020483 0.17 0.22 0.19
H 2.451295 -7.532354 2.470289 0.16 0.24 -0.18
H 3.827029 -6.010515 3.873328 -0.19 -0.05 -0.35

---

| no. | E (eV) |
| --- | --- |
| 1 | -139580.263 |
| 2 | -146408.201 |
| 3 | -6776.904 |
| 4 | -42122.443 |